Density functional theory data (ωB97M-V/def2-TZVPD) for a structure of composition C14H21BMgN4 in a non-equilibrium geometry.

ORCA input file:
```
! wB97M-V def2-TZVPD RIJCOSX def2/J DEFGRID3
* xyz 0 1
Mg 0.49418 0.72857 -0.18470
N 1.73473 -0.47086 2.30528
N -1.01379 0.41303 1.15368
N 2.02135 0.28673 1.18335
N -0.77345 -0.31221 2.30795
C -1.69028 -0.00586 3.23618
C -0.20180 2.10470 -1.83556
C 0.56821 -1.55368 -2.33160
C -2.08278 -1.21363 -2.50908
C -1.57826 1.40975 -2.08213
C 0.96172 1.09343 -1.99146
C 3.25298 0.82029 1.37906
C 3.69705 0.49919 2.66640
C -1.24905 0.05370 -2.45686
C -2.16494 1.10162 1.35527
C 2.70964 -0.32119 3.21061
C 1.06641 -0.28305 -1.66249
C -2.60574 0.88181 2.66566
C -0.85359 -2.10450 -1.95922
B 0.42729 -1.31315 2.46129
H -0.21125 2.62340 -0.83870
H -2.84358 -1.18888 -1.70688
H -0.68696 0.05458 -3.40662
H -2.10132 1.89946 -2.92063
H 1.28457 -2.33167 -2.02405
H -0.95195 -3.13776 -2.31581
H 1.96315 -0.51054 -1.01442
H 2.63558 -0.79996 4.17783
H -0.94172 -2.09308 -0.85943
H 0.62678 -1.48643 -3.42803
H -0.01665 2.88328 -2.59657
H 0.38660 -2.22665 1.68124
H -2.55883 -1.57855 -3.40899
H -2.61243 1.69776 0.56572
H -3.49083 1.28922 3.11038
H -2.22036 1.49596 -1.19673
H 1.87835 1.60945 -2.32400
H 0.40939 -1.73879 3.59959
H -1.65074 -0.46765 4.21642
H 4.60103 0.80476 3.15141
H 3.78128 1.38742 0.62661
*
```

Values from the calculation:
**DFT total energy**: -989.866654 Ha
**Gap between HOMO and LUMO (alpha / beta)**: 6.866 / 7.339 eV
**Energy above the lowest of the compared OMol25 structures with the same formula, charge and spin**: 95.3 kcal/mol
**E_HOMO (alpha / beta)**: -6.5373 / -7.0015 eV